This record from the OMol25 dataset describes 5 unconnected molecules or ions with the total composition C29H50Cl12F2N4O8P. The level of theory is the ωB97M-V functional and the def2-TZVPD basis.

Each line ends with the Mulliken charge.
CARTESIAN COORDINATES (ANGSTROEM)
C 3.558 -0.670 2.794  -0.762
O 3.414 0.412 1.878  -0.074
C 4.335 1.454 2.148  -0.540
C 4.307 2.509 1.071  -0.920
C 2.893 2.831 0.598  -0.748
C 2.457 1.952 -0.554  -0.095
C 1.146 2.409 -1.180  -0.774
C 0.717 1.413 -2.267  -0.309
C -0.766 1.087 -2.299  -1.865
C -1.370 0.699 -0.961  0.335
C -0.646 -0.418 -0.159  -1.318
C -1.352 -1.786 -0.175  1.421
C -1.258 -2.271 -1.647  -1.893
O 0.092 -2.671 -1.819  -0.338
C 0.740 -2.130 -2.938  -0.253
O 2.076 -1.997 -2.582  0.067
C 3.006 -2.473 -3.542  -0.614
C 4.273 -2.915 -2.815  -0.557
O 4.454 -2.121 -1.657  -0.412
N -0.641 -2.693 0.705  1.341
C 0.645 -2.320 1.260  0.148
C 1.918 -2.747 0.597  -1.361
O 0.678 -1.683 2.297  -0.652
C -0.975 -4.074 0.746  0.768
C -1.071 -4.685 2.127  -1.754
O -1.123 -4.771 -0.230  -0.480
C -2.752 -1.551 0.460  -2.604
N -3.664 -2.644 0.553  1.450
C -3.927 -3.479 -0.532  0.389
O -4.154 -3.101 -1.672  -0.429
F -3.932 -4.759 -0.193  -0.255
C -4.197 -2.959 1.811  0.241
O -3.634 -3.004 2.872  -0.413
F -5.495 -3.222 1.697  -0.263
N -3.425 -0.220 0.076  1.454
N -3.330 0.682 1.202  -0.446
P -5.309 -0.392 -0.183  0.354
C -6.174 0.538 1.123  -1.097
C -5.760 0.241 -1.828  -1.184
C -2.865 0.411 -1.146  -2.387
H 2.572 -0.946 3.139  0.125
H 4.012 -1.507 2.275  0.163
H 4.169 -0.380 3.637  0.545
H 4.079 1.887 3.121  0.150
H 5.336 1.043 2.263  0.431
H 4.919 2.172 0.243  0.394
H 4.790 3.383 1.492  0.340
H 2.228 2.706 1.446  0.246
H 2.903 3.864 0.263  0.494
H 3.241 1.884 -1.298  0.372
H 2.304 0.947 -0.170  -0.136
H 0.417 2.538 -0.387  0.089
H 1.339 3.377 -1.632  0.622
H 0.990 1.835 -3.225  0.883
H 1.331 0.524 -2.166  -0.293
H -0.992 0.380 -3.088  0.419
H -1.277 1.998 -2.610  0.574
H -1.344 1.596 -0.358  0.752
H 0.331 -0.529 -0.603  -0.465
H -0.554 -0.064 0.857  1.550
H -1.502 -1.521 -2.385  0.498
H -1.856 -3.143 -1.867  1.044
H 0.605 -2.792 -3.795  0.402
H 0.377 -1.138 -3.204  -0.152
H 2.628 -3.323 -4.097  0.393
H 3.280 -1.636 -4.180  0.256
H 5.133 -2.834 -3.468  0.293
H 4.156 -3.947 -2.492  0.408
H 4.980 -2.613 -1.031  0.266
H 1.753 -3.505 -0.151  0.379
H 2.354 -1.886 0.107  0.060
H 2.585 -3.095 1.372  0.701
H -1.018 -3.936 2.902  0.336
H -2.005 -5.222 2.184  0.415
H -0.259 -5.389 2.233  0.447
H -2.488 -1.357 1.490  0.965
H -2.371 0.736 1.534  0.281
H -3.615 1.617 0.906  -0.251
H -5.754 0.254 2.074  0.399
H -6.224 1.613 1.002  0.265
H -7.186 0.154 1.108  0.500
H -5.146 -0.142 -2.627  0.349
H -6.765 -0.127 -1.990  0.473
H -5.819 1.322 -1.899  0.370
H -3.335 1.371 -1.293  0.892
H -3.002 -0.169 -2.047  0.619
C -4.645 4.880 1.897  0.229
Cl -3.252 5.384 2.830  -0.054
Cl -4.153 3.743 0.616  -0.044
Cl -5.869 4.152 2.933  -0.113
H -5.075 5.750 1.405  -0.025
C 2.443 3.408 5.624  -0.094
Cl 3.458 4.529 4.718  -0.109
Cl 1.354 2.533 4.541  -0.069
Cl 3.431 2.281 6.550  -0.115
H 1.842 3.981 6.316  0.364
C 8.736 -3.931 -3.305  -0.023
Cl 9.128 -2.217 -3.424  -0.114
Cl 7.476 -4.200 -2.096  -0.099
Cl 8.240 -4.572 -4.870  -0.114
H 9.623 -4.461 -2.988  0.346
C -3.211 8.876 0.045  0.034
Cl -4.555 7.738 0.288  -0.141
Cl -1.790 8.385 0.957  -0.098
Cl -2.839 9.021 -1.668  -0.108
H -3.531 9.843 0.408  0.316

The spin multiplicity is 1. The value obtained for the HOMO energy is -11.07 eV. As for the charge: +1. The orbital gap comes out at 8.802 eV.

This record from the OMol25 dataset describes 3 unconnected molecules or ions with the total composition C4H17N2O2. The level of theory is the ωB97M-V functional and the def2-TZVPD basis.

Each line ends with the Löwdin spin population.
CARTESIAN COORDINATES (ANGSTROEM)
N 3.176 0.189 1.372  0.044
C 1.897 -0.296 1.896  0.030
C 0.651 0.435 1.332  0.050
N 0.360 -0.162 -0.102  0.197
C -0.229 -1.500 -0.050  0.084
C -1.145 -1.713 -1.203  0.056
H 1.352 -0.273 -0.752  0.271
H 3.942 -0.418 1.336  0.011
H 3.481 1.042 1.794  0.003
H 1.764 -1.412 1.614  0.013
H 1.915 -0.383 3.149  0.002
H 0.992 1.527 1.304  0.017
H -0.160 0.173 2.133  0.012
H -0.247 0.562 -0.514  0.033
H -0.893 -1.542 0.892  0.004
H 0.587 -2.249 0.206  0.034
H -1.760 -0.808 -1.362  0.006
H -0.803 -1.953 -2.224  0.018
H -1.801 -2.705 -1.146  0.005
H -2.140 1.264 -1.983  0.004
H -1.741 0.629 -3.278  0.007
O -1.693 0.587 -2.349  0.046
H -2.810 2.775 -0.021  0.010
H -2.199 3.502 -1.206  0.008
O -2.495 2.728 -0.838  0.034

The spin multiplicity is 2. The value obtained for the HOMO energy (alpha / beta) is -2.68 / -9.13 eV. As for the charge: 0. Its expectation value of S² is 0.751. The orbital gap (alpha / beta) comes out at 3.221 / 9.446 eV.

This record from the OMol25 dataset describes 9 unconnected molecules or ions with the total composition C50H79N4O25. The level of theory is the ωB97M-V functional and the def2-TZVPD basis.

Each line ends with the Mulliken charge.
CARTESIAN COORDINATES (ANGSTROEM)
C -0.644 0.260 -2.066  -0.807
C -0.937 -0.746 -1.246  0.119
N -1.152 -1.917 -0.336  -0.010
C -1.980 -1.384 0.777  0.242
N -3.319 -1.132 0.825  0.552
C -3.823 -0.642 2.131  -0.205
C -4.232 -0.037 3.240  -0.422
O -4.068 -1.393 -0.262  -0.283
C -4.921 -0.267 -0.641  -0.384
C -4.121 1.008 -1.262  1.086
C -4.368 0.990 -2.889  -1.406
C -4.758 2.445 -0.768  -0.237
C -6.256 2.702 -1.320  -0.643
C -4.600 2.689 0.831  -0.521
N -0.989 -1.209 1.872  -0.028
C 0.351 -1.817 1.600  -0.133
N 0.970 -2.743 2.593  -0.643
C 0.307 -2.221 0.030  0.769
C 0.836 -3.668 -0.448  -0.935
C 1.847 -3.646 -1.710  -0.752
C 1.525 -2.528 -2.829  0.469
C 2.371 -2.674 -4.201  -0.335
C 1.696 -1.630 -5.275  -0.767
H -0.733 1.317 -2.542  0.379
H -4.494 0.646 4.142  0.396
H -5.601 -0.660 -1.506  0.322
H -5.666 0.066 0.191  0.056
H -3.002 1.041 -0.998  -0.194
H -3.766 0.146 -3.387  0.355
H -5.493 0.775 -3.129  0.314
H -4.135 2.015 -3.363  0.303
H -4.078 3.249 -1.278  0.407
H -6.186 3.131 -2.413  -0.049
H -6.962 1.793 -1.260  0.239
H -6.694 3.584 -0.690  0.307
H -5.112 1.840 1.417  -0.371
H -5.081 3.719 1.053  0.393
H -3.459 2.773 1.034  0.336
H -1.022 -0.313 2.384  0.363
H 1.065 -0.892 1.662  0.287
H 1.267 -2.207 3.446  0.011
H 1.883 -3.043 2.180  0.347
H 0.883 -1.323 -0.448  0.096
H 1.414 -4.193 0.423  0.203
H -0.032 -4.407 -0.708  0.335
H 1.735 -4.682 -2.241  0.345
H 2.972 -3.581 -1.417  0.241
H 1.842 -1.500 -2.364  -0.332
H 0.414 -2.425 -3.114  0.167
H 3.460 -2.311 -4.060  0.068
H 2.299 -3.775 -4.547  0.358
H 1.291 -0.688 -4.710  0.046
H 2.477 -1.248 -6.033  0.350
H 0.766 -2.083 -5.804  0.236
C -8.594 5.678 -7.141  -1.461
C -8.164 5.255 -5.752  0.478
C -6.941 4.386 -5.742  -0.504
O -7.119 3.621 -4.557  -0.256
C -8.467 3.544 -4.346  0.572
O -8.987 2.806 -3.553  -0.531
O -9.141 4.410 -5.155  -0.342
H -9.500 6.289 -7.087  0.360
H -7.812 6.255 -7.640  0.375
H -8.842 4.809 -7.758  0.360
H -8.038 6.135 -5.110  0.257
H -6.018 4.967 -5.693  0.342
H -6.885 3.699 -6.593  0.299
C -8.584 1.646 2.140  -0.889
C -8.072 2.622 3.178  0.583
C -9.157 3.216 4.028  -0.496
O -8.604 4.472 4.396  -0.320
C -7.740 4.822 3.399  0.556
O -7.250 5.912 3.277  -0.541
O -7.512 3.773 2.556  -0.216
H -7.754 1.264 1.538  -0.190
H -9.095 0.801 2.608  0.437
H -9.273 2.135 1.445  0.370
H -7.293 2.152 3.789  0.095
H -9.370 2.613 4.913  0.337
H -10.090 3.394 3.485  0.310
C 4.376 3.482 -4.142  -1.526
C 3.899 2.061 -3.934  0.567
C 3.448 1.779 -2.531  -0.470
O 3.693 0.385 -2.406  -0.115
C 4.718 0.093 -3.260  0.539
O 5.321 -0.947 -3.267  -0.561
O 4.970 1.138 -4.098  -0.365
H 4.711 3.622 -5.173  0.371
H 3.582 4.203 -3.931  0.378
H 5.236 3.706 -3.502  0.355
H 3.120 1.812 -4.664  0.252
H 2.390 2.002 -2.380  0.238
H 4.035 2.303 -1.770  0.329
C 6.105 -1.447 1.158  -1.397
C 5.418 -0.690 2.275  0.588
C 5.876 -1.098 3.642  -0.621
O 4.734 -0.814 4.443  -0.221
C 3.651 -0.923 3.624  0.399
O 2.506 -0.951 4.007  -0.658
O 4.027 -1.001 2.318  -0.016
H 5.716 -1.125 0.187  0.230
H 7.185 -1.282 1.174  0.327
H 5.909 -2.521 1.231  0.375
H 5.520 0.386 2.121  0.242
H 6.739 -0.522 3.980  0.286
H 6.103 -2.166 3.729  0.503
C 0.454 -5.743 -10.339  -1.451
C 0.954 -4.765 -9.298  0.491
C -0.140 -4.170 -8.461  -0.480
O 0.408 -2.913 -8.089  -0.269
C 1.283 -2.564 -9.079  0.607
O 1.774 -1.474 -9.197  -0.544
O 1.521 -3.615 -9.915  -0.335
H 1.291 -6.126 -10.931  0.356
H -0.061 -6.587 -9.875  0.373
H -0.227 -5.255 -11.043  0.359
H 1.726 -5.233 -8.677  0.263
H -0.362 -4.772 -7.577  0.327
H -1.068 -3.993 -9.015  0.300
C -1.194 -2.637 5.001  -0.814
C -1.886 -1.880 6.114  0.549
C -1.436 -2.286 7.486  -0.378
O -2.580 -2.001 8.280  -0.343
C -3.661 -2.110 7.454  0.607
O -4.802 -2.136 7.830  -0.542
O -3.275 -2.189 6.148  -0.360
H -1.577 -2.316 4.029  -0.065
H -0.114 -2.474 5.022  0.235
H -1.391 -3.711 5.073  0.329
H -1.782 -0.800 5.959  0.223
H -0.574 -1.710 7.829  0.256
H -1.210 -3.353 7.574  0.321
C 11.503 1.093 1.908  -1.482
C 10.102 1.471 1.474  0.553
C 9.803 2.933 1.620  -0.558
O 8.394 2.939 1.812  -0.324
C 8.077 1.741 2.380  0.623
O 7.005 1.481 2.867  -0.568
O 9.130 0.878 2.329  -0.324
H 11.655 0.016 1.800  0.362
H 12.256 1.614 1.312  0.390
H 11.664 1.326 2.965  0.365
H 9.915 1.121 0.453  0.260
H 10.075 3.505 0.730  0.314
H 10.274 3.391 2.496  0.323
C 3.675 -0.606 8.067  -1.497
C 5.131 -1.007 7.958  0.944
C 5.418 -2.374 8.506  -0.467
O 6.777 -2.264 8.904  -0.328
C 6.989 -0.947 9.198  0.581
O 7.964 -0.526 9.760  -0.534
O 5.947 -0.176 8.774  -0.381
H 3.530 0.404 7.673  0.346
H 3.032 -1.294 7.513  0.338
H 3.351 -0.582 9.112  0.428
H 5.474 -0.909 6.922  -0.060
H 5.297 -3.158 7.756  0.329
H 4.818 -2.627 9.387  0.297

The spin multiplicity is 1. The value obtained for the HOMO energy is -11.85 eV. As for the charge: +1. The orbital gap comes out at 8.127 eV.

This record from the OMol25 dataset describes 2 unconnected molecules or ions with the total composition C2H6O3S. The level of theory is the ωB97M-V functional and the def2-TZVPD basis.

Each line ends with the Mulliken charge.
CARTESIAN COORDINATES (ANGSTROEM)
C 1.232 1.512 0.121  -0.486
C -1.514 -1.307 -0.423  -0.814
O -3.014 0.952 -0.516  -0.502
O -1.625 0.611 1.497  -0.513
O 0.517 1.221 -0.937  -0.395
S -1.794 0.486 0.032  0.963
H 1.311 0.550 0.640  0.239
H 0.777 2.192 0.790  0.284
H 2.139 2.092 -0.157  0.278
H -2.362 -1.717 -0.846  0.381
H -0.621 -1.405 -1.134  0.272
H -1.220 -1.952 0.458  0.294

The spin multiplicity is 1. The value obtained for the HOMO energy (alpha / beta) is -10.60 / -9.50 eV. As for the charge: 0. The orbital gap (alpha / beta) comes out at 8.809 / 7.862 eV.

Max |F| readings, ordered: 3.5 6.0 7.6 3.7 eV Å⁻¹